# 1
{
  "formula": "C89H200N8O15",
  "method": "ωB97M-V/def2-TZVPD",
  "max_force_ev_per_a": 4.8,
  "total_charge": 0,
  "e_above_lowest_kcal_mol": 49.9,
  "orbital_gap_ev": 8.32,
  "species": ["C", "O", "H", "H", "H", "H", "C", "O", "H", "H", "H", "H", "C", "C", "C", "C", "C", "C", "N", "O", "C", "C", "C", "H", "H", "H", "H", "H", "H", "H", "H", "H", "H", "H", "H", "H", "H", "H", "H", "H", "H", "H", "C", "C", "C", "C", "C", "C", "N", "O", "C", "C", "C", "H", "H", "H", "H", "H", "H", "H", "H", "H", "H", "H", "H", "H", "H", "H", "H", "H", "H", "H", "C", "C", "C", "C", "C", "C", "N", "O", "C", "C", "C", "H", "H", "H", "H", "H", "H", "H", "H", "H", "H", "H", "H", "H", "H", "H", "H", "H", "H", "H", "C", "C", "C", "C", "C", "C", "N", "O", "C", "C", "C", "H", "H", "H", "H", "H", "H", "H", "H", "H", "H", "H", "H", "H", "H", "H", "H", "H", "H", "H", "C", "C", "C", "C", "C", "C", "N", "O", "C", "C", "C", "H", "H", "H", "H", "H", "H", "H", "H", "H", "H", "H", "H", "H", "H", "H", "H", "H", "H", "H", "C", "C", "C", "C", "C", "C", "N", "O", "C", "C", "C", "H", "H", "H", "H", "H", "H", "H", "H", "H", "H", "H", "H", "H", "H", "H", "H", "H", "H", "H", "C", "C", "C", "C", "C", "C", "N", "O", "C", "C", "C", "H", "H", "H", "H", "H", "H", "H", "H", "H", "H", "H", "H", "H", "H", "H", "H", "H", "H", "H", "C", "C", "C", "C", "C", "C", "N", "O", "C", "C", "C", "H", "H", "H", "H", "H", "H", "H", "H", "H", "H", "H", "H", "H", "H", "H", "H", "H", "H", "H", "C", "C", "C", "O", "H", "H", "H", "H", "H", "H", "H", "H", "C", "C", "C", "O", "H", "H", "H", "H", "H", "H", "H", "H", "C", "C", "C", "O", "H", "H", "H", "H", "H", "H", "H", "H", "C", "C", "C", "O", "H", "H", "H", "H", "H", "H", "H", "H", "C", "C", "C", "O", "H", "H", "H", "H", "H", "H", "H", "H"],
  "xyz": [[-4.939, -2.063, 3.698], [-5.455, -2.798, 2.586], [-3.861, -2.183, 3.813], [-5.176, -1.023, 3.472], [-5.426, -2.362, 4.626], [-6.401, -2.894, 2.716], [0.038, -4.450, 4.308], [0.661, -4.850, 5.514], [0.591, -4.988, 3.538], [-0.968, -4.858, 4.216], [-0.047, -3.372, 4.170], [0.012, -4.671, 6.198], [0.944, 5.826, 2.764], [1.001, 6.359, 4.282], [-0.070, 5.641, 5.118], [0.444, 4.212, 5.461], [1.885, 4.310, 6.117], [2.909, 4.995, 5.258], [2.396, 6.281, 4.848], [3.371, 7.032, 4.079], [4.084, 5.155, 6.261], [3.377, 4.067, 4.099], [0.595, 7.848, 4.362], [-0.002, 6.211, 2.383], [1.019, 4.739, 2.785], [1.748, 6.177, 2.117], [-0.242, 6.144, 6.070], [-1.021, 5.405, 4.641], [0.339, 3.533, 4.615], [-0.285, 3.766, 6.139], [2.252, 3.318, 6.383], [1.776, 4.925, 7.010], [4.904, 5.585, 5.687], [3.901, 5.827, 7.099], [4.412, 4.199, 6.669], [4.015, 4.536, 3.350], [4.001, 3.252, 4.466], [2.608, 3.642, 3.454], [0.582, 8.283, 5.362], [-0.425, 7.952, 3.993], [1.169, 8.466, 3.672], [3.038, 7.917, 4.243], [3.817, 2.641, -1.866], [3.539, 3.127, -0.385], [2.376, 2.300, 0.228], [2.799, 0.882, 0.624], [3.912, 1.011, 1.608], [5.184, 1.794, 1.156], [4.764, 3.035, 0.490], [5.747, 3.756, -0.032], [6.080, 2.074, 2.367], [6.006, 0.845, 0.165], [3.002, 4.510, -0.386], [4.492, 3.334, -2.369], [2.865, 2.581, -2.392], [4.280, 1.655, -1.826], [2.033, 2.835, 1.114], [1.518, 2.371, -0.440], [3.147, 0.239, -0.184], [1.906, 0.434, 1.060], [4.184, -0.007, 1.887], [3.496, 1.453, 2.513], [6.244, 1.180, 2.969], [7.003, 2.515, 1.989], [5.671, 2.883, 2.973], [6.665, 1.445, -0.462], [6.634, 0.141, 0.712], [5.458, 0.285, -0.591], [3.415, 5.041, -1.243], [3.258, 5.049, 0.527], [1.926, 4.604, -0.241], [5.855, 4.442, 0.630], [-0.331, -0.535, 6.205], [1.216, -0.271, 6.376], [1.228, 0.575, 7.648], [2.676, 0.765, 8.150], [3.306, -0.582, 8.474], [3.303, -1.527, 7.213], [1.980, -1.508, 6.544], [1.955, -2.382, 5.437], [4.420, -1.011, 6.253], [3.656, -2.933, 7.753], [1.656, 0.605, 5.125], [-0.823, -0.986, 7.066], [-0.547, -1.176, 5.350], [-0.822, 0.423, 6.036], [0.737, 1.534, 7.486], [0.780, 0.131, 8.536], [2.701, 1.415, 9.025], [3.203, 1.194, 7.297], [2.773, -1.032, 9.311], [4.314, -0.356, 8.823], [4.423, -1.506, 5.282], [4.404, 0.057, 6.033], [5.379, -1.131, 6.757], [3.882, -3.598, 6.919], [4.479, -2.940, 8.467], [2.797, -3.478, 8.144], [1.582, -0.006, 4.226], [2.707, 0.887, 5.182], [1.163, 1.557, 4.928], [1.249, -2.982, 5.689], [-0.010, 3.915, -3.525], [-0.253, 3.499, -5.015], [-1.584, 4.303, -5.406], [-1.770, 4.522, -6.850], [-0.461, 5.034, -7.501], [0.789, 4.220, -7.202], [0.929, 4.035, -5.762], [2.121, 3.434, -5.393], [0.685, 2.845, -7.878], [1.933, 4.954, -7.934], [-0.536, 1.965, -5.206], [0.086, 4.982, -3.321], [0.894, 3.416, -3.175], [-0.847, 3.749, -2.846], [-2.413, 3.804, -4.903], [-1.521, 5.282, -4.932], [-2.567, 5.248, -7.006], [-2.131, 3.610, -7.326], [-0.283, 6.100, -7.360], [-0.721, 4.801, -8.533], [0.960, 2.904, -8.931], [1.468, 2.203, -7.475], [-0.252, 2.289, -7.886], [2.006, 5.918, -7.431], [2.828, 4.334, -7.872], [1.672, 5.067, -8.986], [0.325, 1.320, -5.381], [-1.247, 1.840, -6.022], [-1.090, 1.625, -4.331], [2.665, 4.147, -5.048], [-0.065, -8.267, 0.948], [0.733, -7.172, 0.147], [2.128, -7.214, 0.853], [3.227, -6.576, -0.001], [3.277, -7.162, -1.397], [1.913, -7.122, -2.158], [0.789, -7.565, -1.265], [-0.413, -7.681, -1.900], [1.690, -5.665, -2.658], [2.057, -8.083, -3.398], [0.030, -5.775, 0.410], [-1.079, -8.309, 0.550], [-0.229, -8.002, 1.993], [0.240, -9.305, 0.813], [2.126, -6.744, 1.837], [2.435, -8.249, 0.996], [4.211, -6.645, 0.464], [3.086, -5.503, -0.134], [3.572, -8.211, -1.350], [4.023, -6.647, -2.003], [2.402, -5.248, -3.371], [0.709, -5.561, -3.120], [1.649, -4.948, -1.838], [1.927, -9.142, -3.173], [1.284, -7.868, -4.136], [3.009, -7.987, -3.920], [-1.033, -5.875, 0.192], [0.415, -4.911, -0.132], [0.100, -5.479, 1.456], [-0.488, -8.622, -2.077], [-4.375, -3.395, -2.846], [-4.144, -4.887, -2.359], [-4.002, -4.877, -0.793], [-5.308, -4.793, -0.102], [-6.130, -5.997, -0.466], [-6.429, -6.161, -2.005], [-5.191, -5.828, -2.777], [-5.326, -5.834, -4.127], [-6.934, -7.571, -2.312], [-7.568, -5.129, -2.269], [-2.795, -5.436, -2.915], [-4.644, -3.444, -3.901], [-3.611, -2.656, -2.602], [-5.329, -3.114, -2.400], [-3.341, -5.602, -0.318], [-3.541, -3.917, -0.563], [-5.811, -3.864, -0.370], [-5.098, -4.769, 0.968], [-7.031, -6.064, 0.143], [-5.545, -6.864, -0.157], [-6.126, -8.252, -2.042], [-7.860, -7.731, -1.761], [-7.196, -7.765, -3.351], [-7.343, -4.081, -2.072], [-7.761, -5.136, -3.342], [-8.522, -5.412, -1.824], [-2.604, -6.396, -2.436], [-2.020, -4.680, -2.790], [-2.896, -5.668, -3.976], [-4.806, -6.601, -4.375], [4.827, -2.811, -3.020], [4.574, -1.639, -3.978], [5.823, -0.713, -3.936], [5.831, 0.359, -5.090], [5.647, -0.308, -6.450], [4.391, -1.205, -6.518], [4.307, -2.137, -5.351], [3.192, -2.982, -5.418], [3.142, -0.270, -6.690], [4.685, -2.064, -7.776], [3.412, -0.745, -3.393], [5.280, -2.336, -2.150], [5.525, -3.547, -3.420], [3.895, -3.318, -2.771], [5.839, -0.053, -3.069], [6.727, -1.315, -3.846], [6.826, 0.777, -4.938], [5.107, 1.139, -4.854], [6.542, -0.921, -6.557], [5.589, 0.522, -7.155], [3.094, 0.140, -7.699], [2.202, -0.803, -6.553], [3.104, 0.551, -5.975], [3.798, -2.547, -8.186], [5.160, -1.566, -8.621], [5.413, -2.823, -7.487], [2.559, -1.422, -3.342], [3.019, 0.101, -3.957], [3.516, -0.381, -2.371], [3.615, -3.730, -5.846], [-1.968, -1.865, -0.336], [-0.752, -0.930, -0.244], [-0.871, 0.110, -1.389], [-1.838, 1.245, -1.131], [-1.432, 1.889, 0.206], [-1.506, 0.906, 1.427], [-0.665, -0.247, 1.076], [-0.599, -1.132, 2.133], [-0.887, 1.705, 2.572], [-2.950, 0.603, 1.752], [0.521, -1.855, -0.514], [-1.846, -2.258, -1.346], [-2.890, -1.290, -0.253], [-1.866, -2.634, 0.430], [0.044, 0.595, -1.729], [-1.300, -0.432, -2.232], [-2.866, 0.974, -0.888], [-1.859, 1.984, -1.932], [-2.114, 2.738, 0.256], [-0.457, 2.356, 0.065], [-1.448, 2.618, 2.773], [-1.027, 1.217, 3.536], [0.161, 1.915, 2.356], [-3.692, 1.210, 1.232], [-3.107, -0.465, 1.601], [-3.195, 0.851, 2.785], [0.526, -2.199, -1.549], [0.609, -2.654, 0.222], [1.393, -1.209, -0.414], [0.351, -1.268, 2.167], [-3.881, 7.298, 3.721], [-3.865, 6.408, 2.476], [-4.100, 4.947, 2.902], [-4.930, 6.761, 1.598], [-3.069, 7.071, 4.413], [-4.869, 7.327, 4.179], [-3.808, 8.344, 3.423], [-2.897, 6.518, 1.985], [-5.032, 4.792, 3.444], [-3.288, 4.565, 3.520], [-4.164, 4.286, 2.037], [-4.932, 6.093, 0.908], [-6.550, -0.050, -3.955], [-5.369, 0.503, -3.158], [-4.032, 0.576, -3.904], [-5.900, 1.743, -2.748], [-7.449, -0.094, -3.340], [-6.349, -1.114, -4.076], [-6.744, 0.433, -4.913], [-5.106, -0.140, -2.318], [-3.167, 0.865, -3.307], [-4.208, 1.323, -4.678], [-3.846, -0.407, -4.337], [-6.096, 2.176, -3.581], [3.900, -4.260, 2.875], [3.620, -2.880, 2.346], [3.843, -2.814, 0.799], [2.291, -2.526, 2.707], [4.977, -4.410, 2.801], [3.372, -5.093, 2.411], [3.669, -4.271, 3.940], [4.277, -2.152, 2.823], [4.811, -3.143, 0.420], [3.712, -1.778, 0.486], [3.053, -3.348, 0.271], [2.329, -2.554, 3.666], [-5.069, 6.674, -1.601], [-5.059, 5.174, -1.486], [-3.709, 4.558, -1.699], [-5.346, 4.880, -0.203], [-4.315, 7.119, -0.952], [-6.066, 7.021, -1.330], [-4.896, 6.884, -2.656], [-5.745, 4.712, -2.196], [-3.816, 3.476, -1.769], [-2.968, 4.780, -0.931], [-3.252, 4.836, -2.648], [-5.496, 3.936, -0.117], [-6.796, 0.067, 0.289], [-6.897, 1.539, 0.755], [-6.640, 1.692, 2.287], [-5.975, 2.219, 0.066], [-5.769, -0.272, 0.425], [-7.033, 0.063, -0.775], [-7.496, -0.505, 0.898], [-7.868, 1.952, 0.482], [-5.620, 1.372, 2.503], [-7.317, 1.081, 2.883], [-6.805, 2.736, 2.550], [-5.951, 1.928, -0.849]]
}


# 2
{
  "formula": "C4H4OS",
  "method": "ωB97M-V/def2-TZVPD",
  "max_force_ev_per_a": 1.0,
  "total_charge": 0,
  "e_above_lowest_kcal_mol": 29.8,
  "orbital_gap_ev": 7.76,
  "smiles": "C=C(C=O)C=S",
  "species": ["C", "C", "C", "C", "H", "H", "H", "H", "O", "S"],
  "xyz": [[-0.900, -0.966, 0.498], [-0.048, -0.055, 0.022], [1.379, -0.448, -0.221], [-0.382, 1.346, -0.279], [-0.571, -1.970, 0.707], [-1.945, -0.683, 0.687], [1.640, -1.514, 0.021], [0.449, 1.952, -0.672], [2.227, 0.296, -0.648], [-1.850, 2.040, -0.115]]
}


# 3
{
  "formula": "C22H66O11",
  "method": "ωB97M-V/def2-TZVPD",
  "max_force_ev_per_a": 3.0,
  "total_charge": 0,
  "e_above_lowest_kcal_mol": 153.8,
  "orbital_gap_ev": 10.23,
  "smiles": "CCO.CCO.CCO.CCO.CCO.CCO.CCO.CCO.CCO.CCO.CCO",
  "species": ["C", "C", "O", "H", "H", "H", "H", "H", "H", "C", "C", "O", "H", "H", "H", "H", "H", "H", "C", "C", "O", "H", "H", "H", "H", "H", "H", "C", "C", "O", "H", "H", "H", "H", "H", "H", "C", "C", "O", "H", "H", "H", "H", "H", "H", "C", "C", "O", "H", "H", "H", "H", "H", "H", "C", "C", "O", "H", "H", "H", "H", "H", "H", "C", "C", "O", "H", "H", "H", "H", "H", "H", "C", "C", "O", "H", "H", "H", "H", "H", "H", "C", "C", "O", "H", "H", "H", "H", "H", "H", "C", "C", "O", "H", "H", "H", "H", "H", "H"],
  "xyz": [[5.583, 7.376, -2.689], [5.200, 5.952, -2.272], [5.719, 4.993, -3.204], [5.135, 7.639, -3.647], [6.647, 7.368, -2.924], [5.467, 8.001, -1.803], [4.112, 5.920, -2.330], [5.245, 5.722, -1.208], [6.667, 4.903, -3.078], [-5.098, 0.647, 7.619], [-4.718, 2.063, 7.159], [-4.365, 2.131, 5.852], [-5.692, 0.214, 6.815], [-5.641, 0.633, 8.564], [-4.241, -0.023, 7.685], [-3.929, 2.499, 7.771], [-5.556, 2.703, 7.433], [-3.500, 1.741, 5.702], [-0.251, -5.835, -5.008], [0.519, -7.140, -5.368], [-0.400, -8.087, -5.968], [0.348, -4.956, -4.771], [-0.919, -6.057, -4.176], [-0.837, -5.550, -5.881], [1.019, -7.546, -4.488], [1.424, -6.961, -5.949], [-1.053, -8.402, -5.340], [5.889, 4.066, 7.689], [4.586, 4.886, 7.821], [4.038, 4.993, 6.545], [5.826, 3.217, 7.008], [6.182, 3.625, 8.641], [6.730, 4.737, 7.514], [4.719, 5.913, 8.162], [3.867, 4.275, 8.366], [3.361, 5.651, 6.714], [0.660, -4.488, 5.959], [1.668, -3.798, 6.893], [0.959, -2.722, 7.401], [-0.222, -4.860, 6.480], [1.025, -5.403, 5.493], [0.300, -3.939, 5.090], [2.622, -3.467, 6.483], [2.026, -4.516, 7.631], [0.395, -2.502, 6.655], [-5.635, 6.403, -1.865], [-4.360, 5.707, -1.233], [-4.997, 4.717, -0.418], [-6.207, 5.784, -2.557], [-5.339, 7.328, -2.360], [-6.267, 6.854, -1.100], [-3.812, 6.386, -0.579], [-3.694, 5.251, -1.965], [-4.393, 4.615, 0.321], [6.241, -2.812, -0.036], [6.508, -3.934, 0.997], [7.260, -3.442, 2.042], [6.145, -1.893, 0.543], [5.293, -2.890, -0.568], [7.043, -2.624, -0.750], [6.933, -4.858, 0.604], [5.525, -4.202, 1.384], [6.772, -2.694, 2.394], [-0.262, 0.025, 0.768], [0.694, 1.013, 1.359], [0.836, 0.670, 2.745], [0.071, -0.999, 0.598], [-0.579, 0.416, -0.199], [-1.176, 0.045, 1.361], [0.398, 2.062, 1.375], [1.652, 0.933, 0.845], [1.372, 1.336, 3.181], [-4.677, 0.368, -6.474], [-4.399, -0.014, -7.865], [-5.545, -0.588, -8.379], [-4.960, -0.439, -5.799], [-5.484, 1.098, -6.403], [-3.858, 0.898, -5.987], [-3.661, -0.792, -8.064], [-4.136, 0.841, -8.487], [-5.789, -1.363, -7.868], [-6.446, -4.425, 0.013], [-7.887, -4.879, 0.090], [-7.961, -5.928, -0.829], [-6.144, -4.170, -1.003], [-5.823, -5.216, 0.431], [-6.285, -3.539, 0.627], [-8.360, -4.003, -0.354], [-8.194, -5.147, 1.101], [-8.092, -6.728, -0.315], [3.932, -0.589, -7.434], [2.744, 0.173, -6.861], [2.866, 0.370, -5.477], [4.022, -1.552, -6.930], [4.897, -0.106, -7.277], [3.727, -0.771, -8.489], [1.776, -0.317, -6.965], [2.571, 1.053, -7.481], [3.628, 0.954, -5.448]]
}


# 4
{
  "formula": "C5H10BN",
  "method": "ωB97M-V/def2-TZVPD",
  "max_force_ev_per_a": 4.1,
  "total_charge": 0,
  "e_above_lowest_kcal_mol": 115.9,
  "orbital_gap_ev": 8.45,
  "smiles": "C=C/B=C/C.C=N",
  "species": ["B", "C", "C", "C", "C", "C", "N", "H", "H", "H", "H", "H", "H", "H", "H", "H", "H"],
  "xyz": [[0.441, -0.130, -0.716], [2.178, 1.403, 0.333], [-1.305, -1.820, -1.848], [1.406, 1.027, -0.689], [-0.361, -1.271, -0.777], [-0.410, 0.943, 2.197], [-1.307, 0.123, 1.872], [2.765, 2.302, 0.306], [2.331, 0.623, 1.095], [-1.291, -2.858, -2.052], [-1.298, -1.301, -2.907], [1.203, 1.588, -1.536], [-0.122, -1.915, 0.089], [-0.314, 1.973, 2.015], [-2.308, -1.792, -1.595], [0.334, 0.555, 3.009], [-1.944, 0.549, 1.205]]
}